[1]
# C5H11NO2

An isolated molecule of C5H11NO2 (the ωB97M-V functional and the def2-TZVPD basis, the OMol25 dataset).

XYZ file:
```
19
Properties=species:S:1:pos:R:3:lowdin_charge:R:1
C -1.3653 1.5946 2.2589 -0.376
O 2.8531 0.0046 -1.8852 -0.064
H -0.5093 -0.8354 1.6736 0.117
H 1.1019 -0.6133 -2.6826 0.119
O -1.5321 2.7893 2.3493 0.014
N -1.5279 0.8886 1.1142 0.025
C -1.2136 -0.5131 0.9105 -0.210
H 0.5379 1.0177 -0.9832 0.117
H -1.2785 -0.4491 -1.2453 0.116
H -1.0190 0.9802 3.1092 0.134
C 0.7456 0.0013 -0.6441 -0.194
H -1.7767 1.4506 0.3124 0.145
H 3.4616 -0.3345 -1.2251 0.081
C -0.5826 -0.7304 -0.4523 -0.208
H 1.7334 -1.7118 -1.5231 0.115
H 1.3293 0.0435 0.2854 0.123
C 1.5968 -0.6480 -1.7188 -0.284
H -0.4417 -1.8016 -0.6432 0.114
H -2.1126 -1.1333 0.9894 0.115
```

## Properties
multiplicity	1
E	-402.346675	a.u.
energy relative to the best compared isomer or geometry (same formula, charge and spin)	19.7	kcal per mole
highest occupied orbital energy	-9.79	eV
SMILES string	O=CNCCCCO

---

[2]
# C5H11NO2

A 2-piece molecular cluster, C5H11NO2 overall (the ωB97M-V functional and the def2-TZVPD basis, the OMol25 dataset).

XYZ file:
```
19
Properties=species:S:1:pos:R:3:lowdin_charge:R:1
H 0.3739 1.1206 -1.1937 0.109
H 0.8391 -2.8392 1.1928 0.048
H -2.6593 2.5783 0.7129 0.030
H 0.3089 -3.2069 -0.2478 0.073
H 3.3954 0.7001 -1.3222 0.027
H 2.6190 2.2436 -1.4485 0.074
H -3.9300 3.3790 0.2851 0.031
H -1.0862 -1.3257 -0.6368 0.183
H 2.1082 -1.5326 -0.8151 0.155
H 0.8158 0.2297 1.4858 0.125
H 0.8943 -1.4589 -2.0414 0.116
C -0.0580 -0.3159 1.1568 -0.260
O -1.0454 -0.1644 1.7894 0.077
C 1.2830 0.5237 -1.1626 -0.219
C 2.4563 1.1446 -1.2916 0.004
N 0.1302 -2.6130 0.5625 0.032
C -0.0703 -1.2733 -0.0321 -0.344
O -3.0448 3.1217 0.0118 -0.066
C 1.0776 -0.9552 -1.0569 -0.196
```

## Properties
multiplicity	1
E	-402.263887	a.u.
energy relative to the best compared isomer or geometry (same formula, charge and spin)	71.7	kcal per mole
highest occupied orbital energy	-9.27	eV
SMILES string	C=CC[C@@H](N)C=O.O

---

[3]
# C5H11NO2

A 2-piece molecular cluster, C5H11NO2 overall (the ωB97M-V functional and the def2-TZVPD basis, the OMol25 dataset).

XYZ file:
```
19
Properties=species:S:1:pos:R:3:lowdin_charge:R:1
C 0.1189 -1.1827 -0.1181 -0.273
H -1.6151 -0.9692 -1.3935 0.086
H -1.2988 2.0958 1.4461 0.060
H 0.7616 3.1075 0.9944 0.070
N -0.9079 1.9664 0.5210 -0.057
H -0.7463 -1.6739 1.7966 0.125
H 0.9307 2.1089 -0.4391 0.060
O 0.8875 -0.4934 2.0024 -0.023
C 1.1376 -0.5265 -0.7408 -0.139
O 1.2437 -0.3124 -2.0562 0.075
H 0.4565 -0.6313 -2.5197 0.108
H 0.9914 1.2827 1.2522 0.078
H -0.7169 -2.4748 -1.6255 0.085
C -1.0493 -1.7507 -0.8784 -0.054
C 0.1103 -1.1675 1.3191 -0.246
C 0.5337 2.1274 0.5748 -0.202
H -1.7334 -2.2539 -0.1973 0.078
H -1.1424 1.0115 0.2665 0.029
H 2.0382 -0.2638 -0.2047 0.141
```

## Properties
multiplicity	1
E	-402.295930	a.u.
energy relative to the best compared isomer or geometry (same formula, charge and spin)	51.6	kcal per mole
highest occupied orbital energy	-8.78	eV
SMILES string	C/C(C=O)=C\O.CN

---

[4]
# C5H11NO2

An isolated molecule of C5H11NO2 (the ωB97M-V functional and the def2-TZVPD basis, the OMol25 dataset).

XYZ file:
```
19
Properties=species:S:1:pos:R:3:lowdin_charge:R:1
H -0.5355 -0.3581 -1.5251 0.144
H -0.8101 1.7664 -0.2087 0.116
O -0.1664 -2.5166 -0.7492 0.117
N 1.3091 0.4037 -1.0526 -0.064
C -2.2230 0.3588 0.5346 -0.090
H -2.8196 1.1783 0.9083 0.067
C 0.0206 -0.1326 -0.6131 -0.311
H 1.9466 0.2548 0.9478 0.065
H -2.7192 0.0858 -0.3986 0.079
O 0.4437 -1.6634 1.2174 0.104
C -0.7882 0.7941 0.2945 -0.213
H -2.2927 -0.4799 1.2276 0.078
H 1.0978 1.2006 -1.6330 0.097
H -0.2150 0.9516 1.2084 0.111
C 0.1719 -1.4922 0.0535 -0.486
C 2.2515 0.7704 0.0451 -0.091
H -0.1440 -3.3276 -0.2169 0.130
H 3.2086 0.3633 -0.2659 0.072
H 2.2638 1.8426 0.2257 0.077
```

## Properties
multiplicity	1
E	-402.352490	a.u.
energy relative to the best compared isomer or geometry (same formula, charge and spin)	16.1	kcal per mole
highest occupied orbital energy	-9.01	eV
SMILES string	CC[C@@H](NC)C(=O)O

---

[5]
# C5H11NO2S

An isolated molecule of C5H11NO2S (the ωB97M-V functional and the def2-TZVPD basis, the OMol25 dataset).

XYZ file:
```
20
Properties=species:S:1:pos:R:3:lowdin_charge:R:1
H -1.2941 -1.4864 -1.3069 0.113
O 2.1375 -0.0455 -1.4370 -0.278
C -0.3876 -1.5010 -0.6069 -0.034
H -1.5350 -0.1723 1.5356 0.106
H -0.3548 0.8572 2.0208 0.101
H 2.6217 -0.5560 1.8038 0.002
O 2.0506 1.4031 0.4437 -0.306
C -0.7249 0.3811 1.1753 -0.092
C -0.8103 1.0396 -0.0929 -0.286
S 1.7707 0.0995 -0.0741 0.639
C 0.0635 -0.2130 0.0587 -0.467
H -1.9437 0.9581 -1.9143 0.072
C -2.1013 1.1328 -0.8819 -0.026
N 2.6611 -0.9948 0.9697 -0.004
H -0.1475 1.9448 -0.1988 0.152
H -0.8328 -2.0779 0.1133 0.045
H 0.5305 -1.8967 -1.0722 0.084
H -2.6303 2.0043 -0.6868 0.060
H 3.5597 -1.1203 0.6431 0.030
H -2.6329 0.2435 -0.4922 0.088
```

## Properties
multiplicity	1
E	-800.453797	a.u.
energy relative to the best compared isomer or geometry (same formula, charge and spin)	65.2	kcal per mole
highest occupied orbital energy	-10.41	eV
SMILES string	C[C@H]1C[C@]1(C)S(N)(=O)=O

---

[6]
# C5H11NO2S

C5H11NO2S as an isolated structure (the ωB97M-V functional and the def2-TZVPD basis, the OMol25 dataset).

XYZ file:
```
20
Properties=species:S:1:pos:R:3:lowdin_charge:R:1
H 1.4960 1.2581 -0.2656 0.123
H -1.3432 -2.1205 0.1283 0.081
C -0.6117 1.8454 -0.9743 -0.103
H -2.0431 0.0220 -0.9376 0.121
H -1.6255 0.8284 0.6188 0.133
H -0.8628 2.7662 -0.3454 0.121
C 0.6517 1.0339 -0.8487 -0.189
H 0.0030 -3.0972 0.6512 0.069
S 2.0766 -1.8107 -1.2665 0.799
H 0.9624 0.8091 -1.8769 0.118
H 1.2498 -2.0124 3.1580 0.074
C 0.5592 -1.1890 0.0615 -0.235
C -0.4520 -2.1361 0.7404 -0.067
H -0.8340 2.1920 -2.0646 0.137
O 2.4464 -0.4312 -1.7864 -0.539
H 1.1049 -1.3159 2.7555 0.045
N 0.0065 -0.1108 -0.3302 -0.119
H -0.5551 -1.7578 1.6857 0.000
O 1.1312 -2.4282 -2.2023 -0.484
C -1.2888 0.5624 -0.3966 -0.084
```

## Properties
multiplicity	1
E	-800.360255	a.u.
energy relative to the best compared isomer or geometry (same formula, charge and spin)	123.9	kcal per mole
highest occupied orbital energy	-8.55	eV

---

[7]
# C5H11NO3

C5H11NO3 as an isolated structure (the ωB97M-V functional and the def2-TZVPD basis, the OMol25 dataset).

XYZ file:
```
20
Properties=species:S:1:pos:R:3:lowdin_charge:R:1
C 0.4640 -0.1583 1.8323 -0.036
O 1.3839 -2.0628 0.1152 0.050
H 0.7929 1.5918 -1.0286 0.087
H -0.1142 0.5576 2.4156 0.101
H 1.9910 -2.5051 -0.4956 0.120
N 0.2786 0.1360 0.3973 -0.175
H 0.0976 -1.1556 2.0508 0.095
H -1.9611 1.5054 -1.0113 0.095
C 0.7609 1.4850 0.0512 -0.028
C 0.7997 -1.0527 -0.6332 -0.598
C -1.2937 -0.2883 -0.0663 -0.445
O 1.2583 -0.6862 -1.7104 0.007
O -2.0284 -0.6731 0.8115 0.072
C -1.7242 0.4781 -1.2957 0.000
H -0.9616 0.4689 -2.0713 0.080
H 0.0888 2.2254 0.4853 0.102
H -0.4888 -1.4068 -0.7100 0.175
H 1.7660 1.6352 0.4480 0.102
H 1.5216 -0.0977 2.0834 0.101
H -2.6313 0.0031 -1.6681 0.097
```

## Properties
multiplicity	1
E	-477.505054	a.u.
energy relative to the best compared isomer or geometry (same formula, charge and spin)	75.6	kcal per mole
highest occupied orbital energy	-8.94	eV

---

[8]
# C5H11NO3S

C5H11NO3S as an isolated structure (the ωB97M-V functional and the def2-TZVPD basis, the OMol25 dataset).

XYZ file:
```
21
Properties=species:S:1:pos:R:3:lowdin_charge:R:1
H -0.5231 0.1514 -1.6973 0.125
H -2.5594 1.2446 -0.4274 0.181
C 2.0940 1.4764 -0.7532 -0.141
H 1.9431 1.7450 -1.7799 0.062
O 1.9340 -0.9244 -1.6571 -0.342
H -1.8672 -2.9423 0.1506 0.073
S 1.5398 -0.2186 -0.4730 0.663
H -0.7389 -2.4566 1.4613 0.096
C -0.9543 -2.3799 0.3662 -0.024
H -0.0525 1.8426 0.5871 0.085
H 1.6028 2.2090 -0.0975 0.051
H 3.1841 1.6963 -0.4434 0.109
N -1.2574 -0.9084 0.0964 -0.143
C -0.7520 1.1624 0.3065 -0.371
O -1.7482 1.9179 -0.2698 -0.031
H -0.1393 -2.6178 -0.2955 0.069
C -0.3325 -0.0333 -0.6615 -0.243
O 1.8927 -0.7837 0.8163 -0.319
H -0.1434 -0.2449 1.6707 0.102
C -1.1084 0.0193 1.2268 -0.142
H -2.0135 0.0448 1.8740 0.139
```

## Properties
multiplicity	1
E	-875.663421	a.u.
energy relative to the best compared isomer or geometry (same formula, charge and spin)	70.0	kcal per mole
highest occupied orbital energy	-9.13	eV

---

[9]
# C5H11NO3S2

An isolated molecule of C5H11NO3S2 (the ωB97M-V functional and the def2-TZVPD basis, the OMol25 dataset).

XYZ file:
```
22
Properties=species:S:1:pos:R:3:lowdin_charge:R:1
C -2.6486 0.8346 0.2425 -0.237
H -0.2660 1.9990 0.9716 0.084
H -1.9097 1.5132 -0.0880 -0.013
N -0.4145 -0.8042 -2.0419 0.154
O -1.8507 -0.6116 2.2629 -0.522
H -3.1032 0.4488 -0.7034 0.058
S 1.1986 -1.4665 0.7022 0.826
H 0.0527 0.8566 2.3608 0.127
H -0.2731 -1.6729 -1.4344 0.115
O 1.7865 -1.3732 2.0176 -0.492
H 3.4622 -1.3737 0.0800 0.077
C 2.5622 -1.0060 -0.4900 -0.198
C 0.3583 1.1276 1.2659 -0.129
H -0.5033 -0.9026 -3.0796 0.153
H -3.2184 1.4536 1.0585 0.119
H 2.4754 0.0752 -0.8059 0.073
C 0.0830 -0.0588 0.3959 -0.637
H 1.3293 1.4931 0.9855 0.080
C -0.0243 0.2805 -1.4023 -0.541
H 2.4303 -1.5840 -1.3398 0.001
S -1.7354 -0.6334 0.8262 0.835
O 0.2087 1.4047 -1.7845 0.069
```

## Properties
multiplicity	1
E	-1273.847611	a.u.
energy relative to the best compared isomer or geometry (same formula, charge and spin)	33.0	kcal per mole
highest occupied orbital energy	-8.94	eV

---

[10]
# C5H11NOS

An isolated ion of composition C5H11NOS and charge -1 (the ωB97M-V functional and the def2-TZVPD basis, the OMol25 dataset).

XYZ file:
```
19
Properties=species:S:1:pos:R:3:lowdin_charge:R:1
C 1.5438 -1.5494 0.8498 -0.686
H 0.6712 -2.5155 -0.9493 0.095
H 1.8020 -3.9533 1.2779 -0.184
H 0.3721 0.7748 0.3084 0.071
S 1.0445 -2.9901 1.8423 0.506
H -2.3995 1.2161 -0.4820 0.097
C 0.8734 -1.5316 -0.5328 -0.279
H 2.6148 -1.5108 0.6229 0.008
O -1.4455 -1.2613 -1.1917 0.020
C -0.4546 -0.8073 -0.6326 -0.559
H -1.2782 1.6127 -1.6918 0.111
C -1.3751 1.5010 -0.6057 -0.289
H -0.8238 2.7109 1.1703 0.050
H -0.2433 3.3069 -0.3016 0.048
H -2.0156 3.4220 0.1356 0.056
C -1.1195 2.8082 0.1220 -0.175
N -0.4607 0.4746 -0.1732 0.037
H 1.2108 -0.7365 1.4823 0.006
H 1.4831 -0.9714 -1.2505 0.068
```

## Properties
multiplicity	2
E	-725.258835	a.u.
energy relative to the best compared isomer or geometry (same formula, charge and spin)	0.7	kcal per mole
highest occupied orbital energy (spin up / spin down)	0.97 / -5.60	eV
net charge	-1

---

[11]
# C5H11NOS

An isolated molecule of C5H11NOS (the ωB97M-V functional and the def2-TZVPD basis, the OMol25 dataset).

XYZ file:
```
19
Properties=species:S:1:pos:R:3:lowdin_charge:R:1
H 1.9998 -1.1030 2.2205 0.032
H -2.9343 1.2991 -0.1806 0.133
H 1.5663 1.3329 -1.6119 0.078
H -0.1803 1.9063 0.1104 0.104
S 2.2547 0.7482 0.5910 0.818
C 2.2424 -0.9795 1.1657 -0.411
H 1.3867 -0.2377 -1.5023 0.081
C 1.1777 0.6174 -0.8544 -0.534
C -0.2439 1.0546 -0.5703 -0.248
H 1.6400 -1.5819 0.4990 0.025
O -2.8387 0.6794 1.6815 0.059
N -1.6180 -0.9298 -0.9243 0.048
C -2.3718 0.7101 0.5708 -0.244
H 3.2693 -1.3628 1.1253 0.024
H -0.8449 -1.3454 -1.4350 0.068
H -2.0389 -1.7600 -0.5011 0.086
H -0.7748 1.4383 -1.4437 0.118
H -0.5723 -0.4650 0.9452 0.131
C -1.1189 -0.0212 0.1141 -0.370
```

## Properties
multiplicity	1
E	-725.258878	a.u.
energy relative to the best compared isomer or geometry (same formula, charge and spin)	41.4	kcal per mole
highest occupied orbital energy	-8.82	eV
SMILES string	CSCC[C@H](N)C=O

---

[12]
# C5H11NOS

A 2-piece molecular cluster, C5H11NOS overall (the ωB97M-V functional and the def2-TZVPD basis, the OMol25 dataset).

XYZ file:
```
19
Properties=species:S:1:pos:R:3:lowdin_charge:R:1
H -1.1655 1.3523 1.8863 0.094
H -0.5405 1.5451 0.2568 0.014
S 1.9518 0.3567 0.3825 0.544
C -1.8005 -0.5918 -0.1435 -0.456
H -3.1543 0.4488 0.8813 0.084
H 1.9511 -2.0120 0.3173 0.055
H -0.6562 0.4831 -1.6948 0.132
N -2.4314 0.6890 0.2713 0.003
H 1.0002 -1.3188 -1.9152 0.104
C -1.4587 1.6330 0.8601 -0.106
C 0.3436 -1.4385 -1.0656 -0.241
H -1.8712 2.6308 0.8028 0.074
O -2.1050 -1.6207 0.4659 0.088
H 4.8109 1.8275 -0.4755 0.025
C -0.7858 -0.4544 -1.1316 0.069
H 0.4431 -1.3447 1.0874 0.064
H 4.4007 1.5265 0.0582 -0.044
C 1.1495 -1.2707 0.2451 -0.629
H -0.0818 -2.4411 -1.0887 0.127
```

## Properties
multiplicity	1
E	-725.104150	a.u.
energy relative to the best compared isomer or geometry (same formula, charge and spin)	138.5	kcal per mole
highest occupied orbital energy	-8.06	eV

---

[13]
# C5H11NOS

C5H11NOS as an isolated structure (the ωB97M-V functional and the def2-TZVPD basis, the OMol25 dataset).

XYZ file:
```
19
Properties=species:S:1:pos:R:3:lowdin_charge:R:1
H 1.9984 0.4832 -1.5817 0.087
N -1.1590 0.7290 0.6001 0.065
H -1.4254 -1.0196 1.4950 0.085
C -0.0984 1.1281 -0.4293 -0.320
H 1.1007 1.5401 1.1996 0.127
C -2.3175 0.2001 -0.1511 -0.061
H 0.1556 -2.3981 -1.0291 0.079
O -0.4328 0.9334 -1.6462 0.164
C 1.2021 1.2583 0.1573 -0.008
H 0.1593 -0.9725 0.7353 -0.001
H 0.9289 -2.3306 -0.8522 -0.012
C -0.5065 -0.4849 1.3785 0.038
H -0.1016 -0.2378 2.3410 0.108
H -2.2170 -0.6433 -0.9004 0.139
H -3.1960 0.0147 0.5662 0.142
S 2.9092 -1.1749 -0.0014 0.653
C 2.3788 0.6034 -0.5300 -0.487
H -2.6022 1.0433 -0.8065 0.107
H 3.2234 1.3283 -0.5450 0.096
```

## Properties
multiplicity	2
E	-724.759634	a.u.
energy relative to the best compared isomer or geometry (same formula, charge and spin)	137.3	kcal per mole
highest occupied orbital energy (spin up / spin down)	-13.37 / -13.75	eV
net charge	+1